No. 1
# C7H8N3O

A gas-phase ion, C7H8N3O (charge +1) in a non-equilibrium geometry (ωB97M-V with the def2-TZVPD basis set, the OMol25 dataset).

CARTESIAN COORDINATES (ANGSTROEM)
1 C 2.621 1.323 0.371
2 C 3.800 0.726 0.115
3 C 1.616 0.358 0.229
4 C 2.296 -0.858 -0.091
5 C 0.440 -2.019 -0.504
6 C 0.142 0.207 0.136
7 C -1.722 -1.251 0.201
8 N 1.741 -1.948 -0.515
9 N -0.385 -0.970 -0.185
10 N -0.583 1.361 0.321
11 O 3.582 -0.596 -0.148
12 H 2.503 2.350 0.423
13 H 4.835 1.165 0.002
14 H -0.020 -2.906 -0.978
15 H -1.720 -1.406 1.249
16 H -2.205 -0.264 -0.078
17 H -2.091 -2.034 -0.386
18 H -0.134 2.206 0.681
19 H -1.596 1.228 0.323

Highest occupied orbital energy, eV: -12.90
Charge: +1
M, g/mol: 150.161
HOMO-LUMO gap, hartree: 0.330
Structure (SMILES): Cn1cnc2occc2c1=[NH2+]
Energy above the lowest of the compared OMol25 structures with the same formula, charge and spin, eV: 1.039

---

No. 2
# C7H8N3S

A gas-phase ion, C7H8N3S (charge +1) in a non-equilibrium geometry (ωB97M-V with the def2-TZVPD basis set, the OMol25 dataset).

CARTESIAN COORDINATES (ANGSTROEM)
1 C -4.432 -1.084 -0.037
2 C -5.318 0.907 0.034
3 C -3.293 -0.398 0.116
4 C -0.766 -1.002 -0.001
5 C -1.966 -0.884 0.043
6 C 1.672 1.057 0.025
7 C 0.665 -1.326 -0.181
8 N -5.530 -0.333 -0.079
9 N 1.744 -0.242 -0.082
10 N 2.760 1.793 0.024
11 S -3.621 1.290 0.041
12 H -4.546 -2.210 -0.227
13 H -6.039 1.601 0.115
14 H 0.809 1.693 -0.089
15 H 0.987 -2.041 0.495
16 H 0.657 -1.760 -1.076
17 H 2.640 -0.521 0.249
18 H 2.771 2.771 0.240
19 H 3.581 1.228 -0.028

Highest occupied orbital energy, eV: -11.89
Charge: +1
M, g/mol: 166.229
HOMO-LUMO gap, hartree: 0.298
Structure (SMILES): [NH2+]=CNCC#Cc1cncs1
Energy above the lowest of the compared OMol25 structures with the same formula, charge and spin, eV: 3.197

---

No. 3
# C7H8N4

A molecular structure, C7H8N4 in a non-equilibrium geometry (ωB97M-V with the def2-TZVPD basis set, the OMol25 dataset).

CARTESIAN COORDINATES (ANGSTROEM)
1 C -0.554 -3.339 -0.270
2 C -0.267 -2.026 0.190
3 C 0.588 0.174 -0.356
4 C 1.335 1.150 -1.082
5 C 1.166 2.528 -0.719
6 C 0.369 2.809 0.320
7 C 0.013 0.620 0.661
8 H 0.203 -3.591 -1.388
9 H -0.350 -4.187 0.632
10 H -1.828 -3.508 -0.740
11 H 0.224 -2.277 1.375
12 H 1.058 -1.703 -1.518
13 H 1.977 0.951 -2.173
14 H 1.983 3.358 -0.906
15 H 0.098 3.847 0.758
16 N 0.397 -1.244 -0.811
17 N -0.299 1.849 1.052
18 N -1.303 -0.009 0.826
19 N -1.548 -1.223 0.575

Highest occupied orbital energy, eV: -8.63
M, g/mol: 148.169
HOMO-LUMO gap, hartree: 0.309
Energy above the lowest of the compared OMol25 structures with the same formula, charge and spin, eV: 7.682

---

No. 4
# C7H8N7O2Pt

A molecular structure, C7H8N7O2Pt in a non-equilibrium geometry (ωB97M-V with the def2-TZVPD basis set, the OMol25 dataset).

CARTESIAN COORDINATES (ANGSTROEM)
1 Pt 0.001 -0.133 0.000
2 N 2.087 0.121 0.000
3 N 2.278 1.526 0.000
4 C 1.192 2.403 0.000
5 O 1.397 3.592 0.000
6 O 0.033 1.846 0.000
7 H 2.529 -0.292 0.835
8 H 2.529 -0.292 -0.835
9 H 3.216 1.904 0.000
10 N -4.109 -0.202 0.000
11 C -3.014 0.556 0.000
12 N -1.961 -0.248 0.000
13 C -2.487 -1.534 0.000
14 N -3.810 -1.503 0.000
15 C -1.536 -2.584 0.000
16 C -1.774 -3.961 0.000
17 N -0.791 -4.804 0.000
18 C 0.491 -4.395 0.000
19 C 0.772 -3.055 0.000
20 N -0.203 -2.126 0.000
21 H -5.080 0.084 0.000
22 H -2.989 1.630 0.000
23 H -2.787 -4.337 0.000
24 H 1.260 -5.146 0.000
25 H 1.799 -2.720 0.000

Highest occupied orbital energy, eV: -12.84
Charge: +1
M, g/mol: 417.266
HOMO-LUMO gap, hartree: 0.293

---

No. 5
# C7H8NO2

A gas-phase ion, C7H8NO2 (charge -1) in a non-equilibrium geometry (ωB97M-V with the def2-TZVPD basis set, the OMol25 dataset).

CARTESIAN COORDINATES (ANGSTROEM)
1 C -0.186 -1.223 -0.078
2 C -1.572 -1.363 0.016
3 C 0.334 -0.055 -0.385
4 C -1.176 1.487 -0.367
5 C -2.616 -0.457 0.107
6 C 2.599 -0.112 0.561
7 C 1.765 0.667 -0.426
8 N -2.334 0.885 -0.362
9 O -0.715 2.603 -0.401
10 O -3.828 -0.709 0.377
11 H 0.473 -2.071 0.269
12 H -1.989 -2.338 0.226
13 H 1.900 -0.466 1.365
14 H 3.595 0.348 0.876
15 H 3.007 -1.083 0.189
16 H 2.235 0.652 -1.435
17 H 1.583 1.732 -0.195
18 H -3.078 1.502 -0.338

Highest occupied orbital energy, eV: -2.47
Charge: -1
M, g/mol: 138.146
HOMO-LUMO gap, hartree: 0.230
Energy above the lowest of the compared OMol25 structures with the same formula, charge and spin, eV: 1.239

---

No. 6
# C7H8NO2

A gas-phase ion, C7H8NO2 (charge +1) in a non-equilibrium geometry (ωB97M-V with the def2-TZVPD basis set, the OMol25 dataset).

CARTESIAN COORDINATES (ANGSTROEM)
1 C 0.745 -2.562 0.090
2 C -0.610 -2.659 -0.167
3 C -1.031 -1.371 -0.314
4 C -0.267 -0.247 -0.001
5 C 1.139 -0.510 0.338
6 C -1.926 1.546 -0.349
7 C 2.327 0.855 0.457
8 N 1.613 -1.765 0.343
9 O 1.917 2.015 -0.146
10 O -0.696 0.995 0.117
11 H -1.082 -3.631 -0.185
12 H -2.105 -1.291 -0.657
13 H -2.789 1.178 0.357
14 H -2.094 1.031 -1.292
15 H -1.703 2.677 -0.268
16 H 3.046 0.517 -0.204
17 H 2.316 0.880 1.504
18 H 1.201 2.342 0.375

Highest occupied orbital energy, eV: -13.75
Charge: +1
M, g/mol: 138.146
HOMO-LUMO gap, hartree: 0.273
Structure (SMILES): COc1ccc#[n+]c1CO
Energy above the lowest of the compared OMol25 structures with the same formula, charge and spin, eV: 4.023

---

No. 7
# C7H8NO2S

2 unconnected molecules or ions with the total composition C7H8NO2S in a non-equilibrium geometry (ωB97M-V with the def2-TZVPD basis set, the OMol25 dataset).

CARTESIAN COORDINATES (ANGSTROEM)
1 C 1.363 2.208 -0.127
2 C 1.729 1.294 -1.122
3 C 0.110 2.163 0.405
4 C 0.793 0.369 -1.458
5 C -0.777 1.166 0.138
6 C -0.433 0.189 -0.859
7 C -1.080 -1.824 2.159
8 N -1.185 -0.805 -1.270
9 O 0.816 -2.725 0.557
10 O -1.504 -3.730 0.440
11 S -0.602 -2.608 0.689
12 H 2.174 2.908 0.136
13 H 2.802 1.379 -1.429
14 H -0.191 2.864 1.166
15 H 0.974 -0.320 -2.294
16 H -1.664 1.200 0.589
17 H -0.329 -0.897 2.144
18 H -2.138 -1.546 2.187
19 H -0.858 -1.287 -2.051

Highest occupied orbital energy (alpha / beta), eV: -3.17 / -3.17
Charge: -1
M, g/mol: 170.213
HOMO-LUMO gap (alpha / beta), hartree: 0.226 / 0.226
Energy above the lowest of the compared OMol25 structures with the same formula, charge and spin, eV: 2.085

---

No. 8
# C7H8O

A single C7H8O molecule in a non-equilibrium geometry (ωB97M-V with the def2-TZVPD basis set, the OMol25 dataset).

CARTESIAN COORDINATES (ANGSTROEM)
1 C -2.520 -0.444 -0.220
2 C -1.272 -0.378 0.266
3 C -0.188 -1.425 0.054
4 C 1.204 -0.558 -0.093
5 C 2.502 -0.705 0.032
6 C 0.503 0.701 -0.537
7 C -0.439 0.919 0.581
8 H -2.882 -1.419 -0.592
9 H -3.334 0.262 -0.087
10 H -0.158 -2.089 0.938
11 H -0.385 -2.207 -0.751
12 H 3.203 0.068 -0.364
13 H 2.859 -1.699 0.478
14 H 0.122 0.679 -1.556
15 H 0.005 0.694 1.619
16 O 0.227 2.131 -0.023

Highest occupied orbital energy, eV: -9.14
M, g/mol: 108.140
HOMO-LUMO gap, hartree: 0.364
Structure (SMILES): C=C1CC(=C)[C@@H]2O[C@@H]12
Energy above the lowest of the compared OMol25 structures with the same formula, charge and spin, eV: 6.776